Record 1
{
  "formula": "C32H34As2BF6N3O3RuS2",
  "method": "ωB97M-V with the def2-TZVPD basis set",
  "total_charge": -2,
  "homo_ev": -2.33,
  "total_energy_ha": -7617.00217,
  "e_lumo_ev": 3.259,
  "orbital_gap_ev": 5.587,
  "relative_energy_kj_mol": 0.00,
  "elements": ["Ru", "S", "C", "S", "C", "C", "N", "C", "N", "C", "As", "C", "C", "O", "H", "H", "H", "H", "H", "H", "H", "H", "H", "N", "H", "H", "H", "C", "C", "C", "C", "C", "C", "C", "C", "C", "C", "C", "C", "C", "C", "C", "H", "H", "H", "H", "H", "H", "H", "H", "H", "H", "F", "As", "F", "F", "F", "F", "F", "C", "C", "C", "C", "C", "C", "C", "C", "O", "B", "O", "C", "C", "H", "H", "H", "H", "H", "H", "H", "H", "H", "H", "H", "H"],
  "xyz": [[-0.687, -0.200, -1.243], [-1.457, 1.627, 0.136], [-1.352, 2.601, -1.296], [-0.683, 1.707, -2.609], [-1.774, 3.922, -1.371], [-2.355, 4.585, -0.254], [-2.842, 5.146, 0.629], [-1.689, 4.665, -2.581], [-1.623, 5.289, -3.550], [1.351, -3.497, 0.078], [-0.316, -3.067, 0.902], [-1.496, -4.562, 0.610], [-0.134, -2.974, 2.806], [-1.066, -1.695, 0.331], [1.736, -4.417, 0.519], [2.054, -2.694, 0.282], [1.190, -3.598, -0.994], [-1.058, -5.470, 1.026], [-1.639, -4.666, -0.463], [-2.448, -4.354, 1.096], [0.171, -3.943, 3.199], [-1.108, -2.685, 3.200], [0.619, -2.237, 3.074], [-2.695, -0.490, -1.558], [-3.174, 0.331, -1.190], [-2.955, -1.296, -0.993], [-2.960, -0.630, -2.528], [0.450, -1.384, -2.633], [1.647, -1.349, -3.059], [2.893, -1.336, -3.540], [3.914, -2.205, -2.895], [4.665, -3.120, -3.637], [5.576, -3.962, -3.018], [5.752, -3.914, -1.639], [5.015, -3.010, -0.887], [4.116, -2.159, -1.517], [3.238, -0.493, -4.700], [4.565, -0.299, -5.101], [4.878, 0.507, -6.187], [3.880, 1.149, -6.902], [2.557, 0.975, -6.509], [2.241, 0.167, -5.433], [4.519, -3.172, -4.710], [6.143, -4.669, -3.612], [6.455, -4.579, -1.153], [5.130, -2.964, 0.189], [3.551, -1.443, -0.931], [5.363, -0.775, -4.545], [5.918, 0.641, -6.466], [4.125, 1.785, -7.745], [1.761, 1.481, -7.042], [1.207, 0.049, -5.132], [2.808, -2.042, 2.363], [3.707, -2.876, 3.609], [4.931, -3.291, 2.447], [4.540, -1.409, 3.994], [4.586, -3.723, 4.844], [2.453, -2.487, 4.754], [2.847, -4.346, 3.204], [-6.388, -6.268, -4.289], [-5.181, -6.223, -3.352], [-4.354, -7.496, -3.581], [-5.702, -6.213, -1.908], [-4.304, -4.993, -3.590], [-4.587, -4.048, -4.566], [-3.773, -2.925, -4.778], [-2.668, -2.780, -3.979], [-1.743, -1.789, -3.975], [-0.815, -2.105, -2.920], [-1.239, -3.355, -2.337], [-2.370, -3.717, -2.989], [-3.163, -4.819, -2.784], [-6.982, -7.159, -4.074], [-6.082, -6.313, -5.336], [-7.031, -5.396, -4.156], [-4.967, -8.385, -3.409], [-3.497, -7.542, -2.908], [-3.976, -7.528, -4.605], [-6.327, -7.091, -1.723], [-6.298, -5.318, -1.721], [-4.884, -6.224, -1.186], [-5.459, -4.163, -5.194], [-4.006, -2.196, -5.543], [-2.903, -5.538, -2.017]],
  "mulliken_charge": [-0.601, -0.428, 0.702, -0.319, 0.132, -0.013, -0.595, 0.071, -0.600, -0.769, 0.772, -0.875, -1.098, -0.606, 0.578, -0.119, 0.354, 0.497, -0.147, 0.405, 0.373, 0.436, 0.281, -0.459, 0.438, 0.135, 0.120, -0.080, 0.667, -0.638, -0.160, -0.168, -0.591, -0.525, -0.557, -0.436, 0.618, -0.363, -0.762, -0.418, -0.696, -0.379, 0.498, 0.354, 0.417, 0.483, 0.606, 0.404, 0.351, 0.355, 0.389, 0.360, -0.478, 1.958, -0.482, -0.507, -0.503, -0.506, -0.477, -2.223, 2.234, -1.651, -1.619, 0.208, -0.242, -1.967, 0.688, -0.578, 2.193, -0.896, 0.737, -1.137, 0.436, 0.425, 0.423, 0.450, 0.318, 0.362, 0.450, 0.368, 0.300, 0.439, 0.472, 0.412]
}

=====

Record 2
{
  "formula": "C32H34AsClOZr",
  "method": "ωB97M-V with the def2-TZVPD basis set",
  "total_charge": 2,
  "homo_ev": -14.66,
  "total_energy_ha": -4057.54149,
  "e_lumo_ev": -6.779,
  "orbital_gap_ev": 7.886,
  "relative_energy_kj_mol": 94.06,
  "elements": ["C", "C", "C", "C", "Cl", "H", "H", "H", "H", "H", "H", "H", "H", "H", "C", "C", "C", "H", "C", "C", "H", "H", "H", "H", "C", "C", "C", "H", "C", "C", "H", "H", "H", "H", "Zr", "O", "As", "C", "C", "C", "C", "C", "C", "C", "C", "C", "C", "C", "C", "C", "C", "C", "C", "C", "C", "H", "H", "H", "H", "H", "H", "H", "H", "H", "H", "H", "H", "H", "H", "H"],
  "xyz": [[0.257, 0.782, -6.314], [1.634, 1.336, -6.734], [0.030, -0.562, -7.036], [-0.840, 1.768, -6.763], [0.199, 0.564, -4.425], [0.081, -0.361, -8.122], [-0.965, -0.976, -6.822], [0.816, -1.291, -6.796], [1.622, 1.463, -7.831], [2.439, 0.631, -6.486], [1.824, 2.318, -6.281], [-0.757, 1.882, -7.859], [-0.699, 2.759, -6.310], [-1.843, 1.379, -6.542], [1.812, -1.439, 0.912], [0.843, -2.069, 0.068], [1.023, -1.556, -1.263], [0.227, -2.904, 0.371], [2.077, -0.572, -1.225], [2.577, -0.524, 0.117], [3.414, 0.067, 0.482], [1.990, -1.684, 1.955], [0.532, -1.916, -2.167], [2.477, -0.039, -2.083], [-2.222, 1.158, 0.343], [-2.126, -0.026, 1.138], [-1.858, -1.130, 0.269], [-2.298, -0.098, 2.206], [-1.793, -0.626, -1.071], [-1.977, 0.799, -1.024], [-2.022, 1.465, -1.888], [-2.491, 2.141, 0.732], [-1.895, -2.169, 0.581], [-1.747, -1.228, -1.984], [0.151, 0.268, 0.018], [0.339, 0.554, 1.942], [0.440, 0.657, 3.750], [2.268, 0.183, 4.261], [2.520, -0.923, 5.101], [3.835, -1.214, 5.497], [4.898, -0.402, 5.105], [4.644, 0.704, 4.284], [3.335, 1.002, 3.865], [-0.161, 2.426, 4.291], [-1.408, 2.596, 4.925], [-1.784, 3.861, 5.413], [-0.929, 4.958, 5.279], [0.310, 4.789, 4.657], [0.706, 3.529, 4.173], [-0.694, -0.755, 4.497], [-0.836, -1.909, 3.712], [-1.563, -2.999, 4.193], [-2.175, -2.957, 5.443], [-2.036, -1.810, 6.232], [-1.280, -0.716, 5.781], [1.694, -1.547, 5.439], [4.025, -2.096, 6.117], [5.912, -0.623, 5.427], [5.468, 1.337, 3.956], [3.149, 1.869, 3.232], [-2.079, 1.745, 5.046], [-2.755, 3.985, 5.888], [-1.230, 5.933, 5.650], [0.976, 5.643, 4.536], [1.685, 3.404, 3.711], [-0.391, -1.941, 2.722], [-1.652, -3.893, 3.555], [-2.757, -3.809, 5.804], [-2.527, -1.768, 7.212], [-1.160, 0.155, 6.419]],
  "mulliken_charge": [0.790, -1.313, -1.309, -1.305, -0.176, 0.362, 0.370, 0.368, 0.363, 0.367, 0.374, 0.367, 0.366, 0.363, -0.377, -0.981, -0.413, 0.590, -0.765, -0.541, 0.516, 0.764, 0.678, 0.595, -0.620, -0.428, -0.681, 0.830, -0.675, -0.768, 0.595, 0.465, 0.672, 0.634, 1.353, -0.173, 1.413, 0.681, -0.134, -0.663, -0.553, -0.811, -0.455, 0.836, -0.356, -0.763, -0.532, -0.779, -0.424, -0.146, -0.302, -0.623, -0.590, -0.680, -0.531, 0.380, 0.416, 0.420, 0.416, 0.340, 0.492, 0.416, 0.419, 0.419, 0.143, 0.397, 0.406, 0.416, 0.427, 0.645]
}

=====

Record 3
{
  "formula": "C32H34AsInN2O3PS2",
  "method": "ωB97M-V with the def2-TZVPD basis set",
  "total_charge": 3,
  "homo_ev": -14.94,
  "total_energy_ha": -5137.81352,
  "e_lumo_ev": -10.064,
  "orbital_gap_ev": 4.876,
  "relative_energy_kj_mol": 14.02,
  "elements": ["In", "S", "C", "C", "C", "C", "C", "C", "N", "C", "C", "C", "C", "C", "C", "C", "C", "N", "C", "C", "C", "C", "C", "S", "C", "H", "H", "H", "H", "H", "H", "H", "H", "H", "H", "H", "H", "C", "O", "P", "O", "C", "O", "C", "H", "H", "H", "H", "H", "H", "H", "H", "H", "C", "As", "C", "C", "C", "C", "C", "C", "C", "C", "H", "H", "H", "H", "H", "H", "H", "H", "H", "H", "H", "H", "H"],
  "xyz": [[1.126, 0.548, -0.223], [1.326, 0.339, 7.150], [2.077, 1.722, 7.784], [2.441, 2.610, 6.814], [2.097, 2.148, 5.522], [1.480, 0.920, 5.536], [0.999, 0.143, 4.399], [1.131, 0.634, 3.086], [0.709, -0.030, 2.015], [0.139, -1.241, 2.163], [-0.035, -1.823, 3.418], [-0.644, -3.128, 3.508], [-1.040, -3.784, 2.397], [-0.865, -3.201, 1.091], [-1.250, -3.845, -0.089], [-1.053, -3.245, -1.331], [-0.455, -1.977, -1.317], [-0.090, -1.344, -0.199], [-0.281, -1.936, 0.991], [-1.431, -3.876, -2.590], [-2.007, -5.107, -2.763], [-2.240, -5.424, -4.123], [-1.837, -4.431, -4.961], [-1.175, -3.108, -4.113], [0.403, -1.104, 4.537], [2.220, 1.823, 8.848], [2.933, 3.547, 7.027], [2.303, 2.709, 4.622], [1.592, 1.597, 2.913], [-0.772, -3.570, 4.487], [-1.491, -4.765, 2.466], [-1.703, -4.825, -0.021], [-0.275, -1.460, -2.253], [-2.262, -5.776, -1.953], [-2.684, -6.347, -4.464], [-1.895, -4.407, -6.038], [0.274, -1.544, 5.519], [6.430, 0.591, -0.376], [5.293, 0.475, -1.297], [3.844, 0.937, -0.923], [3.066, -0.494, -0.427], [3.498, -1.871, -0.706], [3.169, 1.148, -2.353], [3.644, 0.626, -3.635], [6.602, 1.637, -0.138], [7.282, 0.183, -0.907], [6.242, 0.013, 0.526], [2.606, -2.488, -0.770], [4.124, -2.205, 0.116], [4.048, -1.908, -1.642], [3.207, 1.258, -4.400], [3.308, -0.402, -3.757], [4.727, 0.679, -3.678], [-0.620, 3.989, -2.069], [-0.787, 2.432, -0.955], [-1.598, 3.044, 0.681], [-2.096, 1.230, -1.797], [-3.393, 1.964, -1.957], [-4.355, 1.921, -0.949], [-5.564, 2.579, -1.111], [-5.817, 3.290, -2.277], [-4.861, 3.340, -3.283], [-3.652, 2.683, -3.123], [-1.627, 4.394, -2.164], [-0.212, 3.727, -3.042], [0.035, 4.709, -1.582], [-2.539, 3.526, 0.418], [-0.935, 3.765, 1.156], [-1.778, 2.209, 1.356], [-2.174, 0.360, -1.145], [-1.661, 0.932, -2.753], [-4.167, 1.357, -0.041], [-6.316, 2.528, -0.335], [-6.761, 3.801, -2.403], [-5.065, 3.883, -4.197], [-2.914, 2.715, -3.918]],
  "mulliken_charge": [1.158, -0.174, -0.330, -0.598, -0.418, 0.322, 0.911, -0.782, -0.119, 0.110, 0.284, -1.191, -1.120, 0.609, -0.500, 0.602, -1.049, 0.365, -0.286, 0.403, -0.415, -0.647, -0.365, -0.122, -0.339, 0.475, 0.409, 0.349, 0.442, 0.511, 0.517, 0.474, 0.397, 0.400, 0.433, 0.452, 0.509, -0.667, -0.360, 0.318, -0.151, -0.625, -0.024, -0.697, 0.330, 0.264, 0.309, 0.210, 0.288, 0.323, 0.257, 0.326, 0.310, -1.089, 0.552, -1.221, -0.633, 0.130, -0.236, -0.778, -0.500, -0.734, -0.350, 0.431, 0.386, 0.447, 0.474, 0.457, 0.376, 0.405, 0.635, 0.427, 0.435, 0.428, 0.437, 0.436]
}

=====

Record 4
{
  "formula": "C32H34BBrClF8O24",
  "method": "ωB97M-V with the def2-TZVPD basis set",
  "total_charge": -1,
  "homo_ev": -5.20,
  "total_energy_ha": -6903.77056,
  "e_lumo_ev": 1.471,
  "orbital_gap_ev": 6.667,
  "elements": ["C", "C", "C", "C", "C", "C", "C", "C", "B", "Cl", "Br", "H", "H", "H", "H", "H", "H", "H", "H", "H", "H", "C", "C", "O", "C", "O", "O", "F", "H", "H", "H", "C", "C", "O", "C", "O", "O", "F", "H", "H", "H", "C", "C", "O", "C", "O", "O", "F", "H", "H", "H", "C", "C", "O", "C", "O", "O", "F", "H", "H", "H", "C", "C", "O", "C", "O", "O", "F", "H", "H", "H", "C", "C", "O", "C", "O", "O", "F", "H", "H", "H", "C", "C", "O", "C", "O", "O", "F", "H", "H", "H", "C", "C", "O", "C", "O", "O", "F", "H", "H", "H"],
  "xyz": [[2.824, 2.798, 0.841], [2.868, 1.279, 0.499], [3.971, 0.512, 1.094], [4.128, -0.933, 0.900], [3.100, -1.589, 0.032], [1.998, -0.864, -0.570], [1.891, 0.571, -0.324], [0.699, 1.417, -0.907], [-0.458, 1.436, 0.286], [-2.053, 0.577, -0.262], [-0.803, 3.325, 0.994], [3.816, 3.093, 1.257], [1.962, 3.071, 1.496], [2.698, 3.351, -0.134], [4.719, 1.006, 1.757], [4.969, -1.461, 1.404], [3.125, -2.691, -0.161], [1.230, -1.351, -1.208], [1.027, 2.464, -1.162], [0.268, 0.922, -1.819], [-0.060, 0.805, 1.223], [-1.753, 5.788, -1.770], [-2.955, 6.654, -1.535], [-2.563, 7.898, -2.090], [-1.681, 7.598, -3.088], [-1.352, 8.360, -3.940], [-1.234, 6.320, -2.991], [-3.188, 6.824, -0.211], [-1.003, 5.886, -0.983], [-2.012, 4.736, -1.877], [-3.866, 6.305, -2.026], [-4.147, 3.000, 4.066], [-2.653, 3.103, 4.065], [-2.296, 2.565, 5.329], [-3.271, 1.662, 5.634], [-3.173, 0.831, 6.480], [-4.369, 1.826, 4.847], [-2.252, 4.399, 4.018], [-4.626, 3.852, 4.548], [-4.557, 2.890, 3.063], [-2.162, 2.536, 3.271], [-4.562, -1.208, -1.713], [-5.858, -1.771, -1.216], [-6.518, -2.151, -2.412], [-5.531, -2.456, -3.298], [-5.706, -3.065, -4.310], [-4.327, -1.990, -2.888], [-6.600, -0.823, -0.593], [-4.639, -0.154, -1.989], [-3.753, -1.323, -0.994], [-5.751, -2.640, -0.563], [-3.955, -5.558, -3.726], [-4.280, -7.009, -3.915], [-3.905, -7.581, -2.674], [-4.068, -6.593, -1.747], [-4.105, -6.777, -0.572], [-4.189, -5.374, -2.331], [-3.522, -7.561, -4.895], [-2.911, -5.329, -3.952], [-4.593, -4.907, -4.321], [-5.336, -7.214, -4.109], [-0.758, -7.213, 2.349], [-1.956, -6.347, 2.606], [-1.578, -5.104, 2.049], [-0.712, -5.399, 1.035], [-0.399, -4.641, 0.180], [-0.260, -6.683, 1.125], [-2.164, -6.182, 3.938], [0.005, -7.114, 3.126], [-1.018, -8.266, 2.244], [-2.875, -6.697, 2.130], [7.057, -3.567, -3.296], [6.978, -2.180, -2.738], [5.969, -2.277, -1.742], [6.036, -3.578, -1.308], [5.544, -3.982, -0.305], [6.746, -4.362, -2.164], [6.562, -1.298, -3.687], [6.319, -3.744, -4.083], [8.046, -3.805, -3.681], [7.900, -1.828, -2.288], [-5.877, 7.997, 5.958], [-5.768, 7.133, 7.181], [-6.486, 5.972, 6.814], [-6.360, 5.870, 5.458], [-6.601, 4.888, 4.836], [-5.917, 7.034, 4.910], [-6.383, 7.708, 8.245], [-6.797, 8.588, 5.944], [-5.027, 8.668, 5.843], [-4.744, 6.862, 7.451], [10.961, -0.060, -4.403], [12.035, -0.229, -3.369], [11.373, -0.936, -2.337], [10.404, -1.670, -2.952], [9.828, -2.579, -2.445], [10.181, -1.240, -4.222], [12.443, 0.968, -2.885], [10.338, 0.818, -4.221], [11.359, -0.005, -5.415], [12.902, -0.803, -3.708]],
  "mulliken_charge": [-1.150, 1.001, -0.628, -0.941, -0.414, -0.804, 1.088, -1.111, 0.547, -0.336, -0.461, 0.392, 0.120, 0.230, 0.196, 0.401, 0.455, 0.375, 0.103, 0.270, -0.197, -0.154, 0.377, -0.312, 0.607, -0.531, -0.310, -0.264, 0.136, 0.176, 0.255, 0.034, 0.585, -0.356, 0.644, -0.546, -0.339, -0.276, -0.205, 0.333, 0.013, -0.238, 0.398, -0.340, 0.702, -0.618, -0.273, -0.289, 0.290, 0.075, 0.276, -0.302, 0.331, -0.308, 0.535, -0.537, -0.194, -0.297, 0.261, 0.232, 0.283, -0.420, 0.401, -0.245, 0.629, -0.491, -0.313, -0.305, 0.273, 0.268, 0.204, -0.448, 0.576, -0.227, 0.543, -0.488, -0.360, -0.325, 0.330, 0.249, 0.169, -0.432, 0.292, -0.296, 0.688, -0.527, -0.294, -0.289, 0.288, 0.271, 0.295, -0.407, 0.265, -0.292, 0.663, -0.517, -0.280, -0.290, 0.294, 0.251, 0.307]
}